Here is a 2-piece molecular cluster, C5H8N2 overall from the Open Molecules 2025 dataset. Energies are from ωB97M-V/def2-TZVPD.

Geometry as XYZ:
```
15
Properties=species:S:1:pos:R:3:nbo_charge:R:1
C -1.5713 -1.1667 -0.0523 0.12
C 2.6426 1.2513 -1.4418 0.30
C -1.1888 -0.5049 1.2553 -0.48
C 0.3157 -0.1215 1.0775 -0.46
C 0.3833 -0.3724 -0.4658 -0.23
N -0.7242 -1.0982 -0.9729 -0.42
N 2.0338 2.1863 -1.6816 -0.74
H -2.6162 -1.7273 -0.2245 0.19
H 0.4419 0.6864 -1.1488 0.17
H -1.8914 0.3142 1.3581 0.22
H -1.5280 -1.3078 2.0319 0.22
H 0.3833 0.9073 1.2666 0.23
H 0.8104 -0.9518 1.4467 0.23
H 1.2928 -0.8488 -0.7070 0.21
H 1.2162 2.7540 -1.7415 0.44
```

Computed properties:
HOMO-LUMO gap: 10.68 eV
Maximum force: 5.3 eV/A
LUMO energy: 0.8 eV
Energy above the lowest of the compared OMol25 structures with the same formula, charge and spin: 83.4 kcal per mole



Here is C28H33N5S2Yb as an isolated structure from the Open Molecules 2025 dataset. Energies are from ωB97M-V/def2-TZVPD.

Geometry as XYZ:
```
69
Properties=species:S:1:pos:R:3:lowdin_spin:R:1
Yb 7.9952 10.1437 9.2941 1.01
C 9.0759 10.9046 7.0063 0.00
C 9.3873 11.8215 8.0351 0.00
C 10.1958 11.1562 8.9955 0.00
C 10.3523 9.8432 8.6075 0.00
C 9.6357 9.6865 7.3978 0.00
C 9.6683 8.4132 6.5193 0.00
C 11.3120 8.8319 9.2964 0.00
C 10.9228 11.8241 10.0839 0.00
C 9.1469 13.3115 8.1196 0.00
C 8.3411 11.1522 5.7155 0.00
H 10.4322 8.6162 5.7674 0.00
H 8.8259 8.3658 5.8191 0.00
H 9.9504 7.4620 6.9990 0.00
H 12.2631 8.6886 8.7745 0.00
H 10.7745 7.8821 9.3936 0.00
H 11.4487 9.1232 10.3353 0.00
H 11.9328 12.0616 9.7504 0.00
H 10.9245 11.1482 11.0072 0.00
H 10.3968 12.7058 10.3712 0.00
H 9.6071 13.8186 7.3176 0.00
H 9.5627 13.7097 9.0422 0.00
H 8.0505 13.5351 8.0971 0.00
H 9.0292 11.2939 4.8967 0.00
H 7.6947 12.0514 5.7168 0.00
H 7.7185 10.3254 5.3838 0.00
N 5.9367 13.8187 10.9688 0.00
C 7.0256 14.4481 11.5872 0.00
C 7.1229 15.8295 11.5522 0.00
C 8.2387 16.4640 12.1017 0.00
C 9.2903 15.7091 12.4969 0.00
C 9.1797 14.3093 12.6254 0.00
C 8.0234 13.6592 12.1534 0.00
S 7.8174 11.9051 12.1727 0.00
N 6.9857 11.7572 10.6514 0.00
C 6.1455 12.6437 10.2915 0.00
C 5.5139 12.4104 8.9712 0.00
C 4.4127 13.1796 8.5481 0.00
C 3.9020 12.9422 7.2496 0.00
C 4.4434 11.9392 6.4713 0.00
C 5.4954 11.1756 7.0463 0.00
N 6.0396 11.3505 8.2551 0.00
H 5.2877 14.4414 10.5494 0.00
H 6.3336 16.4974 11.1402 0.00
H 8.3545 17.5501 12.1733 0.00
H 10.2071 16.1070 12.9833 0.00
H 10.0279 13.6782 12.9540 0.00
H 3.8898 13.9182 9.0807 0.00
H 3.0493 13.5537 6.9193 0.00
H 4.1258 11.6696 5.4871 0.00
H 5.8628 10.3475 6.4683 0.00
S 8.2047 8.6667 11.5997 0.00
C 9.7029 8.3855 12.4764 0.00
C 10.2776 7.0975 12.5084 0.00
C 11.3984 6.8462 13.2954 0.00
C 12.0639 7.9052 13.8360 0.00
C 11.5214 9.2275 13.7620 0.00
C 10.3017 9.4446 13.1561 0.00
H 9.9246 6.3295 11.8593 0.00
H 11.7613 5.8729 13.3978 0.00
H 12.9792 7.8080 14.4355 0.00
H 12.0960 10.0401 14.1743 0.00
H 9.9386 10.4993 13.1193 0.00
N 6.8467 8.0433 8.7653 0.00
N 5.9864 8.6081 9.7942 0.00
H 6.3040 7.6955 7.9176 0.00
H 7.3868 7.2553 9.1819 0.00
H 5.9452 8.0623 10.6648 0.00
H 5.0402 8.6877 9.5123 0.00
```

Computed properties:
HOMO-LUMO gap (spin up / spin down): 6.08 / 6.08 eV
Maximum force: 3.6 eV/A
LUMO energy (spin up / spin down): -3.7 / -3.7 eV
Charge: +1
<S²>: 0.751
2S+1: 2
Energy above the lowest of the compared OMol25 structures with the same formula, charge and spin: 21.0 kcal per mole



Here is one molecule with the formula C3H7NOS from the Open Molecules 2025 dataset. Energies are from ωB97M-V/def2-TZVPD.

Geometry as XYZ:
```
13
Properties=species:S:1:pos:R:3:nbo_charge:R:1
O 2.1063 -2.5277 -0.1424 -0.69
C 1.4713 -1.3400 0.0706 -0.07
C 0.5883 -0.8159 -1.1536 -0.24
N -0.0834 0.3329 -0.5987 -0.62
C -1.2426 0.6436 0.1279 -0.10
S -1.6284 2.0239 0.8916 -0.09
H 3.0941 -2.1859 -0.4152 0.47
H 0.5654 -1.5527 0.8304 0.16
H 2.0090 -0.4701 0.6762 0.18
H -0.0517 -1.6613 -1.5070 0.21
H 1.1539 -0.4848 -2.0313 0.20
H 0.2407 1.2040 -0.9142 0.40
H -2.1263 -0.2662 0.1564 0.19
```

Computed properties:
HOMO-LUMO gap: 9.04 eV
Maximum force: 5.5 eV/A
LUMO energy: 0.5 eV
Energy above the lowest of the compared OMol25 structures with the same formula, charge and spin: 67.5 kcal per mole
SMILES: OCCNC=S



Here is a 3-piece molecular cluster, C9H21N3O3 overall from the Open Molecules 2025 dataset. Energies are from ωB97M-V/def2-TZVPD.

Geometry as XYZ:
```
36
Properties=species:S:1:pos:R:3:nbo_charge:R:1
C 1.1839 -0.9516 -4.8519 -0.43
N 0.7588 0.4875 -4.8592 -0.61
C 0.7886 1.2723 -3.7137 0.68
C 0.3316 2.7689 -3.7811 -0.72
O 1.1704 0.8816 -2.5612 -0.67
H 1.7618 -1.2374 -5.7308 0.21
H 0.4563 -1.6801 -4.4941 0.21
H 1.9701 -0.9445 -4.0970 0.23
H 0.2283 0.8470 -5.6399 0.40
H -0.4494 3.0920 -4.4695 0.22
H 1.1387 3.4229 -4.1112 0.24
H 0.0502 3.1401 -2.7956 0.25
C -1.5626 -0.6486 3.6077 -0.42
N -2.9353 -0.9696 3.2696 -0.60
C -3.9256 -0.1730 3.3446 0.67
C -3.8629 1.0909 4.2617 -0.71
O -4.9147 -0.4085 2.6815 -0.65
H -0.9942 -1.5448 3.3590 0.22
H -1.4402 -0.5564 4.6869 0.20
H -1.0751 0.1826 3.0982 0.20
H -3.0918 -1.7882 2.6991 0.41
H -4.0283 0.7270 5.2758 0.23
H -4.6771 1.7658 3.9978 0.24
H -2.9211 1.6241 4.1318 0.22
C 2.8581 -2.4843 -0.1565 -0.42
N 2.1975 -1.2225 -0.0051 -0.61
C 1.9873 -0.7108 1.1814 0.68
C 1.5904 0.7911 1.2319 -0.72
O 2.0677 -1.3519 2.2085 -0.65
H 3.9365 -2.3489 -0.2390 0.20
H 2.5385 -2.8862 -1.1180 0.19
H 2.4788 -3.1938 0.5788 0.23
H 1.8616 -0.6894 -0.7944 0.42
H 2.1971 1.3799 1.9199 0.23
H 0.5592 0.9378 1.5530 0.22
H 1.7670 1.3788 0.3310 0.22
```

Computed properties:
HOMO-LUMO gap: 9.61 eV
Maximum force: 4.8 eV/A
LUMO energy: 0.5 eV
Energy above the lowest of the compared OMol25 structures with the same formula, charge and spin: 24.2 kcal per mole
SMILES: CNC(C)=O.CNC(C)=O.CNC(C)=O



Repeat the first record exactly.
Here is a 2-piece molecular cluster, C5H8N2 overall from the Open Molecules 2025 dataset. Energies are from ωB97M-V/def2-TZVPD.

Geometry as XYZ:
```
15
Properties=species:S:1:pos:R:3:nbo_charge:R:1
C -1.5713 -1.1667 -0.0523 0.12
C 2.6426 1.2513 -1.4418 0.30
C -1.1888 -0.5049 1.2553 -0.48
C 0.3157 -0.1215 1.0775 -0.46
C 0.3833 -0.3724 -0.4658 -0.23
N -0.7242 -1.0982 -0.9729 -0.42
N 2.0338 2.1863 -1.6816 -0.74
H -2.6162 -1.7273 -0.2245 0.19
H 0.4419 0.6864 -1.1488 0.17
H -1.8914 0.3142 1.3581 0.22
H -1.5280 -1.3078 2.0319 0.22
H 0.3833 0.9073 1.2666 0.23
H 0.8104 -0.9518 1.4467 0.23
H 1.2928 -0.8488 -0.7070 0.21
H 1.2162 2.7540 -1.7415 0.44
```

Computed properties:
HOMO-LUMO gap: 10.68 eV
Maximum force: 5.3 eV/A
LUMO energy: 0.8 eV
Energy above the lowest of the compared OMol25 structures with the same formula, charge and spin: 83.4 kcal per mole



Among the records above, which one has the highest maximum force? C3H7NOS



What is the formula in the third record? C3H7NOS



What did the first record say?
Here is a 2-piece molecular cluster, C5H8N2 overall from the Open Molecules 2025 dataset. Energies are from ωB97M-V/def2-TZVPD.

Geometry as XYZ:
```
15
Properties=species:S:1:pos:R:3:nbo_charge:R:1
C -1.5713 -1.1667 -0.0523 0.12
C 2.6426 1.2513 -1.4418 0.30
C -1.1888 -0.5049 1.2553 -0.48
C 0.3157 -0.1215 1.0775 -0.46
C 0.3833 -0.3724 -0.4658 -0.23
N -0.7242 -1.0982 -0.9729 -0.42
N 2.0338 2.1863 -1.6816 -0.74
H -2.6162 -1.7273 -0.2245 0.19
H 0.4419 0.6864 -1.1488 0.17
H -1.8914 0.3142 1.3581 0.22
H -1.5280 -1.3078 2.0319 0.22
H 0.3833 0.9073 1.2666 0.23
H 0.8104 -0.9518 1.4467 0.23
H 1.2928 -0.8488 -0.7070 0.21
H 1.2162 2.7540 -1.7415 0.44
```

Computed properties:
HOMO-LUMO gap: 10.68 eV
Maximum force: 5.3 eV/A
LUMO energy: 0.8 eV
Energy above the lowest of the compared OMol25 structures with the same formula, charge and spin: 83.4 kcal per mole